No. 1
Here is a single C22H27N5O2 molecule at a distorted geometry from OMol25. Energies are from ωB97M-V/def2-TZVPD.

Results
Energy relative to the best compared isomer or geometry (same formula, charge and spin), kJ/mol: 141.32
SMILES string: CN(Cc1cccc(-n2cccn2)c1)C(=O)CCc1nnc(C2CCCCC2)o1
Spin multiplicity: 1
HOMO energy, Eh: -0.30993
Orbital gap, Ha: 0.338
E, Ha: -1278.80892

Each line ends with the Löwdin charge.
Cartesian coordinates (Å):
1 C 2.50319 -0.53668 2.75472  -0.06
2 N 3.13414 -0.98039 1.53178  -0.08
3 C 3.68564 0.04380 0.65288  -0.10
4 C 2.60986 0.59207 -0.25192  -0.19
5 C 2.44973 0.07615 -1.53155  -0.03
6 C 1.45177 0.56216 -2.35907  -0.06
7 C 0.59349 1.54886 -1.91505  -0.03
8 C 0.72484 2.04189 -0.62124  -0.19
9 N -0.17062 3.01854 -0.17580  -0.11
10 C -0.52731 3.30012 1.10021  -0.06
11 C -1.45767 4.30705 1.04287  -0.06
12 C -1.60093 4.57489 -0.32771  -0.16
13 N -0.82789 3.78921 -1.04505  0.08
14 C 1.74027 1.57241 0.20236  0.03
15 C 2.99441 -2.21562 1.00609  -0.47
16 O 3.50613 -2.52558 -0.05705  0.05
17 C 2.17035 -3.24632 1.76985  -0.08
18 C 1.06751 -3.72862 0.82560  -0.09
19 C 0.11273 -2.63567 0.52507  -0.31
20 N 0.04117 -1.46701 1.07046  0.12
21 N -1.00057 -0.82049 0.49789  0.13
22 C -1.51831 -1.62371 -0.37075  -0.29
23 C -2.70934 -1.45018 -1.24083  -0.23
24 C -3.99822 -1.56570 -0.40883  -0.15
25 C -4.16991 -0.37126 0.52269  -0.20
26 C -4.18158 0.92668 -0.27746  -0.19
27 C -2.87409 1.06210 -1.04834  -0.21
28 C -2.68489 -0.11645 -1.99531  -0.14
29 O -0.85122 -2.80350 -0.40536  0.16
30 H 2.76409 -1.19949 3.58055  0.09
31 H 1.41720 -0.49353 2.64132  0.07
32 H 2.87828 0.45562 2.99678  0.09
33 H 4.46631 -0.42838 0.05224  0.13
34 H 4.12656 0.83290 1.26546  0.13
35 H 3.10841 -0.70813 -1.87076  0.11
36 H 1.34264 0.16663 -3.35837  0.11
37 H -0.18121 1.95444 -2.54549  0.10
38 H -0.13550 2.75826 1.93584  0.11
39 H -1.96213 4.78172 1.85922  0.09
40 H -2.22942 5.29985 -0.80601  0.10
41 H 1.86459 1.98255 1.19261  0.11
42 H 1.72788 -2.85111 2.67768  0.10
43 H 2.82092 -4.08839 2.01244  0.13
44 H 1.51505 -4.06567 -0.11354  0.13
45 H 0.51863 -4.56849 1.26121  0.13
46 H -2.68057 -2.27661 -1.96059  0.15
47 H -3.98408 -2.49522 0.16576  0.12
48 H -4.84213 -1.61205 -1.10075  0.12
49 H -3.33987 -0.34178 1.23047  0.10
50 H -5.09916 -0.48023 1.08582  0.11
51 H -4.30253 1.77705 0.39553  0.11
52 H -5.02538 0.92398 -0.97240  0.11
53 H -2.04745 1.07407 -0.33875  0.08
54 H -2.86060 1.99489 -1.61415  0.10
55 H -1.73811 -0.01880 -2.52919  0.10
56 H -3.49176 -0.12984 -2.73194  0.12

***

No. 2
Here is a single C22H27N5O3 molecule at a distorted geometry from OMol25. Energies are from ωB97M-V/def2-TZVPD.

Results
Energy relative to the best compared isomer or geometry (same formula, charge and spin), kJ/mol: 441.13
SMILES string: CN1CCN(c2ccccc2NC(=O)c2ccc(N3CCCC3)c([N+](=O)[O-])c2)CC1
Spin multiplicity: 1
HOMO energy, Eh: -0.29119
Orbital gap, Ha: 0.289
E, Ha: -1353.94737

Each line ends with the Löwdin charge.
Cartesian coordinates (Å):
1 C -5.64829 -1.50622 -2.33820  -0.10
2 N -5.15010 -0.36959 -1.59741  -0.23
3 C -5.44568 -0.47222 -0.18057  -0.19
4 C -4.98319 0.80548 0.52869  -0.15
5 N -3.58464 1.10786 0.31148  -0.10
6 C -2.61806 0.61581 1.18919  -0.17
7 C -2.85360 -0.42678 2.08588  -0.02
8 C -1.88006 -0.85118 2.97104  -0.09
9 C -0.64223 -0.23532 2.99606  -0.08
10 C -0.39608 0.82845 2.14740  -0.02
11 C -1.36218 1.25824 1.24916  -0.19
12 N -1.14404 2.39021 0.44951  0.13
13 C -0.00062 2.83559 -0.14205  -0.44
14 O 0.05824 3.95550 -0.61066  0.08
15 C 1.12781 1.87041 -0.23993  -0.15
16 C 0.94261 0.52528 -0.58166  -0.02
17 C 2.00691 -0.33152 -0.68174  0.01
18 C 3.33670 0.09002 -0.44452  -0.14
19 N 4.33185 -0.81389 -0.34269  -0.06
20 C 5.62406 -0.57770 0.26675  -0.15
21 C 6.10326 -1.96367 0.68588  -0.16
22 C 5.50925 -2.84630 -0.40572  -0.16
23 C 4.12879 -2.22807 -0.60429  -0.16
24 C 3.51482 1.48413 -0.25516  -0.08
25 N 4.78451 2.12447 -0.33098  -0.36
26 O 4.97797 3.10638 0.36214  0.08
27 O 5.59284 1.68623 -1.13622  0.06
28 C 2.42175 2.33643 -0.12080  0.07
29 C -3.30052 1.13598 -1.11221  -0.14
30 C -3.72607 -0.17179 -1.78603  -0.18
31 H -5.44346 -1.35737 -3.39728  0.08
32 H -6.72595 -1.57615 -2.19779  0.08
33 H -5.19013 -2.45713 -2.02123  0.09
34 H -6.52585 -0.58158 -0.05689  0.12
35 H -4.95545 -1.35848 0.26322  0.12
36 H -5.18288 0.74828 1.59921  0.12
37 H -5.55396 1.64378 0.11395  0.13
38 H -3.80915 -0.92653 2.09093  0.10
39 H -2.09378 -1.66930 3.64261  0.10
40 H 0.11842 -0.55920 3.68918  0.10
41 H 0.54408 1.35580 2.19724  0.12
42 H -1.93646 3.01762 0.36798  0.16
43 H -0.05148 0.14871 -0.77045  0.12
44 H 1.81733 -1.36033 -0.93674  0.10
45 H 5.53034 0.11023 1.11288  0.13
46 H 6.31572 -0.13076 -0.46004  0.12
47 H 7.18731 -2.02312 0.74025  0.11
48 H 5.68697 -2.23336 1.65769  0.12
49 H 5.45373 -3.89580 -0.12587  0.11
50 H 6.09703 -2.75485 -1.31905  0.12
51 H 3.74645 -2.38208 -1.61639  0.13
52 H 3.41366 -2.65081 0.11347  0.13
53 H 2.60161 3.38820 0.04667  0.14
54 H -2.23998 1.30600 -1.28965  0.11
55 H -3.87204 1.95772 -1.55529  0.13
56 H -3.52026 -0.11130 -2.85703  0.12
57 H -3.13785 -1.01044 -1.36394  0.13

***

No. 3
Here is a single C22H27NO5 molecule from OMol25. Energies are from ωB97M-V/def2-TZVPD.

Results
Energy relative to the best compared isomer or geometry (same formula, charge and spin), kJ/mol: 216.10
SMILES string: CCC(=O)N1CCc2cc(OC)c(OC)cc2[C@@H]1COc1ccccc1OC
Spin multiplicity: 1
HOMO energy, Eh: -0.28584
Orbital gap, Ha: 0.310
E, Ha: -1285.45037

Each line ends with the Löwdin charge.
Cartesian coordinates (Å):
1 C -1.90680 4.82205 -2.78747  -0.08
2 C -0.45776 4.33261 -2.78251  -0.16
3 C -0.19963 3.46670 -1.56242  -0.46
4 O 0.21074 3.95821 -0.52466  0.05
5 N -0.46199 2.13990 -1.64866  0.01
6 C -0.90624 1.45681 -2.84660  -0.13
7 C -1.67916 0.18084 -2.50687  -0.10
8 C -0.78911 -0.71774 -1.70390  -0.18
9 C -0.71733 -2.08650 -1.89907  0.04
10 C 0.14303 -2.88689 -1.15711  -0.18
11 O 0.22021 -4.24977 -1.32467  -0.12
12 C -0.65678 -4.87057 -2.22912  -0.08
13 C 0.98379 -2.27674 -0.20734  -0.18
14 O 1.90624 -2.88155 0.59506  -0.07
15 C 2.00537 -4.28481 0.67556  -0.08
16 C 0.91759 -0.89723 -0.04226  0.08
17 C 0.03328 -0.11621 -0.76336  -0.12
18 C -0.12204 1.34467 -0.47199  -0.18
19 C -1.22396 1.53374 0.60776  -0.11
20 O -1.02275 0.71661 1.72869  -0.01
21 C 0.07504 0.93501 2.51672  -0.20
22 C 0.79074 2.11775 2.58627  -0.01
23 C 1.87863 2.22660 3.44223  -0.09
24 C 2.25641 1.15637 4.22379  -0.10
25 C 1.55305 -0.03916 4.15787  -0.02
26 C 0.46408 -0.16439 3.31242  -0.21
27 O -0.28748 -1.29234 3.15874  -0.07
28 C 0.16290 -2.47361 3.76942  -0.08
29 H -2.07725 5.48529 -3.63261  0.07
30 H -2.60874 3.99303 -2.85157  0.07
31 H -2.11158 5.36947 -1.87078  0.08
32 H 0.20219 5.19699 -2.69300  0.12
33 H -0.21559 3.80891 -3.70674  0.10
34 H -0.03666 1.18373 -3.46227  0.14
35 H -1.54919 2.11878 -3.42671  0.11
36 H -2.57627 0.43867 -1.93798  0.12
37 H -1.99511 -0.30576 -3.43106  0.12
38 H -1.35806 -2.53089 -2.64435  0.11
39 H -0.48100 -4.53869 -3.25788  0.10
40 H -0.44054 -5.93579 -2.15640  0.10
41 H -1.70426 -4.69614 -1.96258  0.10
42 H 1.06141 -4.73985 0.98352  0.09
43 H 2.32655 -4.72552 -0.27030  0.09
44 H 2.76351 -4.47233 1.43669  0.09
45 H 1.57854 -0.45454 0.68610  0.14
46 H 0.81283 1.74511 -0.06171  0.15
47 H -1.28186 2.59529 0.87330  0.12
48 H -2.18993 1.21665 0.20729  0.13
49 H 0.52196 2.96163 1.97038  0.11
50 H 2.42713 3.15497 3.48364  0.10
51 H 3.10460 1.23552 4.88698  0.10
52 H 1.87090 -0.87000 4.76761  0.10
53 H 0.14149 -2.40169 4.86278  0.09
54 H 1.17482 -2.73181 3.44018  0.09
55 H -0.53001 -3.25140 3.45096  0.09

***

- The lowest energy relative to the best compared isomer or geometry (same formula, charge and spin) belongs to which entry?
  C22H27N5O2

***

- Among the records above, which one has the highest E?
  C22H27N5O2

***

- Look up the energy relative to the best compared isomer or geometry (same formula, charge and spin) of the third one.
  216.10 kJ/mol